# 1
2 unconnected molecules or ions with the total composition C2H9N2S2. Source: the Open Molecules 2025 dataset; level of theory: ωB97M-V/def2-TZVPD.

* DFT total energy: -26863.6377 eV
* spin multiplicity: 1
* net charge: +1
* M: 125.24 g/mol
* energy above the lowest of the compared OMol25 structures with the same formula, charge and spin: 1.111 eV

CARTESIAN COORDINATES (ANGSTROEM)
H1 -2.02523 -1.27360 2.48714
N1 1.95834 -0.13352 0.06457
S1 -1.95429 0.00519 0.19297
H2 -0.34822 1.35077 0.71561
S2 -0.84935 -0.92984 1.87952
H3 2.99527 -0.25303 -0.05455
C1 1.51590 1.08985 -0.26340
H4 -1.19726 -0.62814 -2.00125
H5 -2.41362 -1.76051 -1.38385
H6 -0.74842 -1.87539 -0.80131
C2 -1.51521 -1.15874 -1.11955
H7 1.53909 -0.58525 0.98648
N2 0.55638 1.77271 0.31755
H8 2.18539 1.66701 -1.02035
H9 0.30122 2.71248 0.00043



# 2
A gas-phase ion, C2H2NO5P (charge -2). Source: the Open Molecules 2025 dataset; level of theory: ωB97M-V/def2-TZVPD.

* DFT total energy: -23120.2034 eV
* spin multiplicity: 1
* net charge: -2
* M: 151.01 g/mol
* SMILES string: C=C([N+](=O)[O-])P(=O)([O-])[O-]
* energy above the lowest of the compared OMol25 structures with the same formula, charge and spin: 4.332 eV

CARTESIAN COORDINATES (ANGSTROEM)
O1 -2.21529 2.34118 -0.98868
P1 -2.55330 -0.88663 0.05286
O2 -2.63049 -1.23467 -1.41613
O3 -3.84758 -0.35790 0.65074
H1 0.27014 -0.85567 0.06489
O4 -1.90542 -1.85310 1.02370
N1 -1.62782 1.93807 0.02962
H2 0.83280 0.84922 -0.19678
C1 -0.00464 0.22721 0.07564
O5 -1.30169 2.58395 1.05254
C2 -1.39332 0.61262 0.08210